Record 1
C3H5NO | the ωB97M-V functional and the def2-TZVPD basis

Properties
- SMILES: N=C=O.C=C
- Maximum force: 0.097 hartree/bohr
- HOMO level: -0.3793 Ha
- Relative energy (zero: lowest compared OMol25 entry of this formula, charge and spin): 37.5 kcal/mol
- 2S+1: 1

Atoms and positions in Å:
O: -0.48 2.41 2.05
N: -1.76 0.43 1.86
C: 0.78 -0.66 -0.44
C: 0.22 0.56 -0.64
C: -1.01 1.39 1.86
H: 0.04 -1.54 -0.77
H: -1.64 -0.60 1.50
H: -0.82 0.68 -0.90
H: 0.72 1.40 -0.45
H: 1.85 -0.74 -0.17

For reference, the natural (NBO) charges in units of e are: -0.51, -0.80, -0.41, -0.38, 0.86, 0.20, 0.45, 0.19, 0.18, 0.22



Record 2
C34H36IN4O3Pt | the ωB97M-V functional and the def2-TZVPD basis

Properties
- Charge: +1
- Maximum force: 0.118 hartree/bohr
- HOMO level (spin up / spin down): -0.3837 / -0.3837 Ha
- Relative energy (zero: lowest compared OMol25 entry of this formula, charge and spin): 95.5 kcal/mol
- 2S+1: 1

Atoms and positions in Å:
Pt: 0.70 -0.02 0.39
I: 2.80 -0.47 2.30
O: 1.50 -4.20 -3.73
O: -0.74 -0.03 -1.22
O: 2.51 1.23 -0.07
N: -0.79 0.38 1.99
N: 1.72 -1.71 -0.73
N: -0.08 2.23 0.00
N: -2.32 -1.74 -3.87
C: -2.76 0.46 -2.96
C: -1.63 -2.90 -3.92
C: 1.79 3.20 -1.45
C: -2.82 -2.33 4.46
C: -1.14 1.61 2.00
C: -1.50 -0.56 2.81
C: -0.24 -2.22 -2.09
C: -3.09 -2.31 3.11
C: -2.00 -0.83 -2.99
C: 0.18 -4.46 -3.23
C: -0.40 2.61 1.17
C: -1.20 -0.57 4.18
C: -0.23 4.60 -2.77
C: -0.55 3.80 -1.68
C: -1.88 -1.47 4.99
C: 4.58 -2.69 1.53
C: -0.61 -3.19 -3.07
C: 3.01 2.58 -0.84
C: -2.00 3.69 -1.28
C: 0.47 3.10 -0.99
C: 0.85 -2.53 -1.21
C: -0.20 0.37 4.79
C: -0.17 3.99 1.71
C: 4.59 -4.03 -0.45
C: -2.30 2.17 2.78
C: 2.05 3.99 -2.58
C: 1.07 4.70 -3.23
C: 5.15 -3.71 0.78
C: -2.72 -1.45 0.78
C: 2.87 -2.34 -0.16
C: -0.93 -1.01 -2.04
C: 3.46 -2.01 1.05
C: 3.48 -3.35 -0.91
C: -2.43 -1.44 2.25
H: 3.21 3.16 0.07
H: -1.94 2.73 3.65
H: -3.82 -3.00 2.69
H: 0.16 -0.02 5.73
H: -1.92 -3.60 -4.70
H: 2.77 0.93 -0.95
H: 5.01 -2.42 2.48
H: -1.06 4.62 1.58
H: 0.67 0.53 4.14
H: -2.86 2.86 2.15
H: 1.32 5.31 -4.09
H: -1.81 -1.63 0.22
H: -0.33 -5.12 -3.93
H: -1.66 -1.48 6.05
H: -2.96 1.38 3.13
H: -1.03 5.13 -3.27
H: -0.63 1.35 4.99
H: 3.08 4.04 -2.93
H: 0.27 -5.00 -2.29
H: -3.35 -3.03 5.11
H: 3.98 2.56 -1.33
H: 3.07 -3.61 -1.88
H: -3.12 -0.50 0.43
H: 1.00 -3.59 -1.00
H: 5.03 -4.81 -1.06
H: 1.60 -3.26 -3.86
H: -3.44 -2.23 0.54
H: -2.63 3.95 -2.12
H: 6.01 -4.23 1.16
H: -2.25 2.68 -0.97
H: -3.24 0.60 -1.99
H: 0.66 4.46 1.18
H: -2.10 1.31 -3.12
H: 0.05 3.97 2.78
H: -2.24 4.37 -0.46
H: -3.52 0.44 -3.74

For reference, the Mulliken charges in units of e are: 2.44, 0.23, -0.57, -1.20, -0.20, 0.21, -0.13, 1.16, -0.67, -0.82, -1.06, 1.07, -0.96, 1.68, -0.85, 0.92, -0.98, 0.42, -0.57, 0.04, 1.30, -1.00, 1.68, -0.81, -0.71, 0.33, -1.14, -1.46, -0.66, -0.92, -1.30, -1.81, -0.80, -1.84, -1.30, -0.96, -0.68, -0.82, 0.07, -0.45, 0.57, -0.17, 0.72, 0.32, 0.37, 0.45, 0.48, 0.36, 0.09, 0.38, 0.32, 0.02, 0.44, 0.43, -0.11, 0.42, 0.47, 0.43, 0.46, 0.21, 0.42, 0.27, 0.42, 0.47, 0.56, 0.20, 0.87, 0.43, 0.43, 0.53, 0.54, 0.39, 0.05, 0.20, 0.44, 0.08, 0.48, 0.28, 0.41



Record 3
C2HO2Tb | the ωB97M-V functional and the def2-TZVPD basis

Properties
- ⟨S²⟩: 15.78
- Charge: +1
- Maximum force: 0.180 hartree/bohr
- HOMO level (spin up / spin down): -0.4707 / -0.4598 Ha
- Relative energy (zero: lowest compared OMol25 entry of this formula, charge and spin): 0.0 kcal/mol
- 2S+1: 8

Atoms and positions in Å:
Tb: -0.03 -0.70 1.49
O: -1.74 0.65 0.67
O: 2.77 -0.46 -0.62
C: -1.23 0.16 -0.38
C: 1.94 -0.13 0.17
H: -1.71 0.49 -1.33

For reference, the Mulliken charges in units of e are: 1.71, -0.50, -0.14, -0.40, 0.05, 0.27



Record 4
C32H34Cl4N7O7RuS2 | the ωB97M-V functional and the def2-TZVPD basis

Properties
- ⟨S²⟩: 0.75
- Maximum force: 0.015 hartree/bohr
- HOMO level (spin up / spin down): -0.2602 / -0.2578 Ha
- Relative energy (zero: lowest compared OMol25 entry of this formula, charge and spin): 6.5 kcal/mol
- 2S+1: 2

Atoms and positions in Å:
Ru: -0.75 -0.50 0.34
Cl: 4.05 -0.53 5.20
Cl: -0.11 -3.77 3.94
Cl: 2.31 -3.06 5.83
Cl: 3.33 1.27 2.72
S: 2.56 -0.18 -1.51
S: -1.33 -3.05 -1.96
O: -0.45 -2.25 -1.02
O: -0.43 -1.91 1.69
O: 1.07 0.20 1.13
O: -0.11 3.20 -0.78
O: -1.21 1.27 -0.85
O: -2.67 -1.20 0.29
O: 1.07 -0.11 -1.47
N: -7.11 -0.25 -0.88
N: -3.88 0.72 -0.08
N: -4.80 -4.00 -0.15
N: -1.31 0.90 1.73
N: 2.98 4.95 2.33
N: 1.04 4.62 1.11
N: 3.01 3.84 0.29
C: 3.20 -1.30 -0.26
C: 1.35 -0.47 2.23
C: -1.71 3.34 1.90
C: -2.51 -1.94 -2.70
C: 5.05 -1.84 1.16
C: -4.86 -2.85 -0.13
C: 2.39 -0.15 3.09
C: 2.33 4.47 1.26
C: 1.94 -2.06 4.47
C: 2.71 -0.94 4.19
C: -4.94 -1.43 -0.16
C: 4.48 -1.03 0.20
C: -3.79 -0.66 0.01
C: 0.54 -1.60 2.54
C: -0.69 2.24 -0.23
C: 0.10 5.18 2.07
C: 3.05 -3.17 1.22
C: -3.18 0.19 -3.53
C: -0.29 -3.34 -3.44
C: -3.74 -2.49 -3.04
C: 2.93 -1.22 -2.96
C: -0.82 2.23 1.31
C: 2.06 -2.47 -3.06
C: 0.85 -2.37 3.65
C: -1.32 4.79 1.63
C: 2.47 -2.37 0.26
C: 4.34 -2.91 1.67
C: 0.70 -2.22 -3.73
C: -2.21 -0.61 -2.94
C: -4.70 -1.68 -3.64
C: -6.15 -0.80 -0.54
C: -4.42 -0.35 -3.88
H: 0.18 2.32 1.72
H: 0.59 4.13 0.28
H: 6.05 -1.62 1.53
H: -1.42 5.03 0.57
H: -4.74 1.06 -0.46
H: 5.02 -0.16 -0.19
H: 4.78 -3.54 2.44
H: -3.96 -3.52 -2.78
H: -0.87 0.63 2.61
H: 0.22 -4.29 -3.26
H: 3.99 -1.46 -2.87
H: -1.72 3.18 2.98
H: -2.74 3.18 1.56
H: -3.05 1.13 -0.49
H: 0.20 6.27 2.10
H: -1.27 -0.18 -2.64
H: 2.49 5.49 3.02
H: 0.30 4.78 3.07
H: 2.47 3.30 -0.37
H: -2.32 0.86 1.85
H: 3.91 3.46 0.51
H: -5.67 -2.09 -3.88
H: -2.03 5.43 2.16
H: 2.60 -3.23 -3.61
H: 1.89 -2.87 -2.06
H: -5.18 0.29 -4.33
H: -2.97 1.24 -3.71
H: 0.30 -1.27 -3.40
H: 0.84 -2.15 -4.82
H: 2.80 -0.56 -3.82
H: -1.02 -3.49 -4.24
H: 3.97 4.87 2.41
H: 1.44 -2.53 -0.04
H: 2.48 -3.99 1.64

For reference, the Mulliken charges in units of e are: 0.84, -0.22, -0.18, -0.21, -0.22, -0.13, 0.14, -0.05, -0.77, 0.20, -1.06, -0.23, -0.29, -0.03, -0.65, -0.16, -0.67, -0.75, -0.33, -0.05, -0.41, 1.41, -0.92, -0.88, 1.03, -0.75, 0.06, 0.35, 0.72, 0.54, 0.29, 0.49, -0.74, 0.52, -0.11, 0.57, -0.86, -1.53, -1.12, -1.12, -0.68, -1.19, 0.77, -0.61, 0.15, -1.28, 0.16, -0.65, -0.11, 0.34, -0.74, -0.30, -0.62, 0.05, 0.15, 0.42, 0.37, 0.36, 0.43, 0.44, 0.52, 0.44, 0.53, 0.54, 0.46, 0.37, -0.04, 0.56, -0.13, 0.20, 0.49, 0.20, 0.50, 0.26, 0.44, 0.51, 0.49, 0.20, 0.40, 0.47, -0.15, 0.52, 0.52, 0.54, 0.21, 0.29, 0.46



Record 5
C2H5N3OS | the ωB97M-V functional and the def2-TZVPD basis

Properties
- SMILES: [H]/N=C(/NN)OC=S
- Maximum force: 0.119 hartree/bohr
- HOMO level: -0.3357 Ha
- Relative energy (zero: lowest compared OMol25 entry of this formula, charge and spin): 118.4 kcal/mol
- 2S+1: 1

Atoms and positions in Å:
S: 3.11 0.07 0.22
O: 0.48 -0.52 -0.27
N: -1.50 0.42 -0.28
N: 0.36 1.91 -0.14
N: -2.00 -0.80 0.29
C: -0.18 0.79 -0.08
C: 1.74 -0.81 -0.49
H: -1.37 -1.84 0.00
H: 1.34 1.94 -0.14
H: 1.83 -1.81 -0.77
H: -2.01 1.26 0.30
H: -1.79 -0.62 1.36

For reference, the natural (NBO) charges in units of e are: -0.19, -0.54, -0.46, -0.67, -0.64, 0.65, 0.17, 0.38, 0.39, 0.18, 0.38, 0.33



Record 6
C6H10O | the ωB97M-V functional and the def2-TZVPD basis

Properties
- SMILES: CCC(C)=C=CO
- Maximum force: 0.016 hartree/bohr
- HOMO level: -0.3181 Ha
- Relative energy (zero: lowest compared OMol25 entry of this formula, charge and spin): 47.9 kcal/mol
- 2S+1: 1

Atoms and positions in Å:
O: -1.72 -1.73 0.12
C: -0.64 -0.13 -1.15
C: -0.61 1.70 1.03
C: -1.72 -0.85 -0.96
C: 0.49 -0.04 -0.48
C: 1.61 -1.01 -0.76
C: 0.66 0.95 0.64
H: -1.39 1.03 1.39
H: 1.95 -1.45 0.18
H: -0.80 -1.97 0.28
H: -0.39 2.43 1.82
H: 1.04 0.39 1.51
H: -2.65 -0.90 -1.49
H: -1.01 2.25 0.17
H: 2.47 -0.52 -1.23
H: 1.46 1.65 0.37
H: 1.26 -1.81 -1.42

For reference, the natural (NBO) charges in units of e are: -0.70, -0.12, -0.61, 0.05, 0.07, -0.66, -0.44, 0.22, 0.22, 0.47, 0.21, 0.21, 0.19, 0.22, 0.23, 0.22, 0.23



Record 7
C6H12N2 | the ωB97M-V functional and the def2-TZVPD basis

Properties
- SMILES: C/C=C/[C@@H](C)/N=N/C
- Maximum force: 0.073 hartree/bohr
- HOMO level: -0.3136 Ha
- Relative energy (zero: lowest compared OMol25 entry of this formula, charge and spin): 79.9 kcal/mol
- 2S+1: 1

Atoms and positions in Å:
N: 1.28 0.32 -0.21
N: 0.64 1.37 -0.10
C: -0.82 -1.16 -0.64
C: -0.58 -2.67 -0.56
C: 2.46 0.54 -0.92
C: -1.20 -0.38 0.46
C: -0.82 1.12 0.34
C: -1.07 1.89 1.55
H: -0.51 2.83 1.47
H: 2.47 -0.21 -1.73
H: 0.45 -2.65 -0.19
H: 2.53 1.67 -1.27
H: -1.57 1.51 -0.43
H: -0.34 -0.73 -1.50
H: -1.57 -0.84 1.39
H: -2.14 2.12 1.74
H: -1.29 -3.12 0.14
H: -0.70 -3.16 -1.59
H: -0.60 1.41 2.44
H: 3.38 0.15 -0.38

For reference, the natural (NBO) charges in units of e are: -0.16, -0.14, -0.11, -0.66, -0.47, -0.25, -0.15, -0.62, 0.22, 0.22, 0.23, 0.20, 0.21, 0.18, 0.21, 0.22, 0.22, 0.21, 0.20, 0.22